DFT (wB97M-V/def2-TZVPD) results for a molecular structure, C4H12NO2.

Summary:
highest occupied orbital energy (alpha / beta) = 0.146 / -0.025 Eh
ΔE to the lowest compared entry with this formula, charge and spin = 230.0 kJ/mol
HOMO-LUMO gap (alpha / beta) = 2.818 / 7.445 eV
E_tot = -364.6136 hartree

```
! RIJCOSX wB97M-V def2-TZVPD def2/J DEFGRID3
* xyz -2 2
C -1.87 -1.63 -0.55
N -0.71 -1.07 0.09
C -1.04 -0.33 1.36
C 0.04 -0.27 -0.98
C 1.43 0.30 -0.50
O 1.54 1.56 -0.84
H -2.76 -0.93 -0.75
H -2.31 -2.46 -0.01
H -1.67 -1.79 -1.59
H -0.04 -0.56 1.93
H -1.79 -0.63 2.06
H -1.11 0.73 1.13
H 0.03 -1.09 -1.87
H -0.55 0.48 -1.46
H 2.28 -0.22 -1.00
H 1.66 0.33 0.59
H 2.00 2.61 1.54
H 2.14 2.37 -0.05
O 2.73 2.61 0.91
*
```


DFT (wB97M-V/def2-TZVPD) results for 3 unconnected molecules or ions with the total composition C4H11NO2.

Summary:
SMILES = C=NC(=C)C.O.O
highest occupied orbital energy = -0.312 Eh
ΔE to the lowest compared entry with this formula, charge and spin = 354.3 kJ/mol
HOMO-LUMO gap = 9.039 eV
E_tot = -364.1332 hartree

```
! RIJCOSX wB97M-V def2-TZVPD def2/J DEFGRID3
* xyz 0 1
C -0.67 1.40 2.15
C -0.23 0.03 1.67
C 0.59 -0.86 2.27
C 0.26 -0.37 -0.55
N -0.66 -0.29 0.35
H -1.07 1.90 1.27
H 0.24 1.84 2.59
H -1.44 1.35 2.94
H 1.50 -1.20 1.76
H 0.65 -1.07 3.34
H -0.09 -0.93 -1.41
H 1.20 0.14 -0.43
H -1.13 -4.01 -0.78
H -0.03 -3.00 -0.25
O -0.52 -3.33 -1.00
H 0.37 3.42 -3.02
H 1.06 2.35 -3.84
O 1.02 3.30 -3.71
*
```


DFT (wB97M-V/def2-TZVPD) results for C4H7NO2 in the gas phase.

Summary:
SMILES = O=C1CNC[C@@H]1O
highest occupied orbital energy = -0.345 Eh
ΔE to the lowest compared entry with this formula, charge and spin = 137.6 kJ/mol
HOMO-LUMO gap = 10.082 eV
E_tot = -361.8284 hartree

```
! RIJCOSX wB97M-V def2-TZVPD def2/J DEFGRID3
* xyz 0 1
O 2.23 -0.14 0.29
C 0.87 -0.01 0.61
C 0.18 1.22 0.00
N -0.85 0.65 -0.89
C -1.32 -0.58 -0.27
C 0.05 -1.16 0.04
O 0.51 -2.24 -0.25
H 2.33 -1.05 -0.05
H 0.73 -0.01 1.71
H -0.24 1.86 0.79
H 0.91 1.80 -0.57
H -1.61 1.29 -1.10
H -1.89 -1.21 -0.96
H -1.89 -0.43 0.66
*
```


DFT (wB97M-V/def2-TZVPD) results for a gas-phase ion, C7H10N (charge +1).

Summary:
highest occupied orbital energy (alpha / beta) = -0.456 / -0.453 Eh
ΔE to the lowest compared entry with this formula, charge and spin = 632.5 kJ/mol
HOMO-LUMO gap (alpha / beta) = 8.169 / 8.038 eV
E_tot = -326.9601 hartree

```
! RIJCOSX wB97M-V def2-TZVPD def2/J DEFGRID3
* xyz 1 1
C 0.07 -1.55 0.17
C 2.56 -1.16 0.01
C -0.31 0.74 -0.07
C -1.11 1.83 -0.08
C 2.42 0.10 0.05
C 1.24 1.08 -0.24
C -0.84 -0.63 0.11
N -2.25 -1.00 0.15
H 0.04 -2.64 0.43
H -2.20 1.83 0.35
H -0.70 2.88 -0.24
H 2.59 -2.24 -0.03
H 3.34 0.73 -0.13
H 1.41 1.37 -1.27
H 1.33 1.93 0.34
H -2.56 -0.59 -0.62
H -2.79 -0.64 0.88
H -2.24 -2.04 0.19
*
```


DFT (wB97M-V/def2-TZVPD) results for 2 unconnected molecules or ions with the total composition F2HNOS.

Summary:
highest occupied orbital energy (alpha / beta) = -0.434 / -0.432 Eh
ΔE to the lowest compared entry with this formula, charge and spin = 322.2 kJ/mol
HOMO-LUMO gap (alpha / beta) = 10.058 / 10.018 eV
E_tot = -728.3373 hartree

```
! RIJCOSX wB97M-V def2-TZVPD def2/J DEFGRID3
* xyz 0 1
N -1.87 -0.13 -1.50
O 1.88 -1.20 0.24
F 0.46 -0.21 2.07
F 1.29 1.31 0.43
S 0.82 -0.33 0.42
H -2.58 0.56 -1.66
*
```


DFT (wB97M-V/def2-TZVPD) results for a molecular structure, C26H53ClO2P2ReSi2.

Summary:
highest occupied orbital energy (alpha / beta) = -0.127 / -0.245 Eh
ΔE to the lowest compared entry with this formula, charge and spin = 0.0 kJ/mol
HOMO-LUMO gap (alpha / beta) = 4.029 / 6.700 eV
E_tot = -2973.0908 hartree

```
! RIJCOSX wB97M-V def2-TZVPD def2/J DEFGRID3
* xyz 0 4
Re 0.11 -0.29 0.51
C 0.31 -1.07 2.50
C -0.25 -2.08 1.67
C 0.70 -2.34 0.61
Si -2.01 -2.69 1.89
C 1.83 -1.50 0.82
C 1.60 -0.70 2.00
Si 2.61 0.70 2.76
H -0.14 -0.71 3.43
H 0.57 -3.09 -0.15
H 2.72 -1.49 0.21
Cl 0.14 0.87 -3.98
C 1.99 1.15 4.46
C 4.44 0.29 2.82
C -2.67 -2.17 3.56
C -2.12 -4.54 1.66
H 4.60 -0.59 3.47
H 5.01 1.12 3.26
H 4.88 0.05 1.84
H 0.93 1.45 4.42
H 2.57 1.99 4.87
H 2.07 0.31 5.16
H -1.48 -5.05 2.39
H -1.84 -4.89 0.66
H -3.16 -4.86 1.86
H -2.10 -2.63 4.38
H -3.71 -2.51 3.64
H -2.64 -1.08 3.68
C 2.24 2.16 1.61
C -2.98 -1.73 0.57
P 1.85 1.62 -0.10
H 3.08 2.86 1.61
H 1.36 2.71 1.99
P -1.99 -1.27 -0.89
H -3.37 -0.80 1.01
H -3.85 -2.34 0.27
C -3.23 -0.53 -2.08
C -1.75 -2.99 -1.67
C 3.58 1.05 -0.65
C 1.66 3.20 -1.06
C 0.19 3.49 -1.37
H 2.17 3.00 -2.02
C 2.28 4.43 -0.40
H 1.79 4.66 0.55
H 2.14 5.30 -1.06
H 3.35 4.34 -0.22
H -0.26 2.68 -1.96
H 0.11 4.41 -1.96
H -0.41 3.62 -0.45
H 3.83 0.22 0.03
C 4.68 2.12 -0.52
C 3.53 0.49 -2.08
H 4.78 2.52 0.50
H 4.51 2.95 -1.21
H 5.65 1.66 -0.77
H 2.79 -0.31 -2.19
H 4.51 0.08 -2.35
H 3.29 1.28 -2.81
H -1.18 -3.55 -0.91
C -0.89 -2.86 -2.93
C -3.05 -3.74 -1.95
H -3.68 -3.89 -1.06
H -2.79 -4.74 -2.33
H -3.65 -3.23 -2.72
H 0.07 -2.36 -2.73
H -1.41 -2.30 -3.72
H -0.67 -3.86 -3.32
C -3.02 0.98 -2.19
C -4.69 -0.83 -1.74
H -2.97 -0.97 -3.05
H -4.97 -0.40 -0.77
H -4.92 -1.90 -1.74
H -5.32 -0.36 -2.51
H -3.01 1.46 -1.20
H -3.84 1.41 -2.78
H -2.08 1.21 -2.69
C 0.93 0.10 -5.37
H 1.52 -0.76 -4.99
H 0.17 -0.21 -6.09
H 1.57 0.86 -5.84
C -1.91 2.52 3.20
O -1.07 1.46 2.67
C -1.26 1.24 1.34
O -2.08 1.88 0.68
H -1.66 3.46 2.69
H -1.66 2.57 4.26
H -2.96 2.28 3.04
*
```


DFT (wB97M-V/def2-TZVPD) results for 3 unconnected molecules or ions with the total composition C9H16O.

Summary:
SMILES = C=C(C)CC.C=C=O.C=C
highest occupied orbital energy = -0.330 Eh
ΔE to the lowest compared entry with this formula, charge and spin = 310.6 kJ/mol
HOMO-LUMO gap = 9.196 eV
E_tot = -427.6265 hartree

```
! RIJCOSX wB97M-V def2-TZVPD def2/J DEFGRID3
* xyz 0 1
C -1.04 0.72 2.07
C -1.79 -1.22 0.60
C 0.49 0.59 2.10
C -1.63 0.26 0.76
C -1.96 1.11 -0.20
H -1.46 0.12 2.88
H -1.31 1.76 2.25
H -2.17 -1.48 -0.38
H -0.84 -1.73 0.74
H -2.49 -1.61 1.35
H 0.87 0.86 3.08
H 0.80 -0.43 1.88
H 0.94 1.25 1.36
H -2.37 0.78 -1.14
H -1.80 2.18 -0.09
C 0.58 -1.92 -2.21
C 1.41 -1.55 -1.25
C 1.27 0.81 -1.55
C 2.48 1.22 -1.18
O 2.08 -1.66 -0.29
H 0.42 0.80 -0.89
H -0.10 -1.22 -2.65
H 1.04 0.59 -2.62
H 0.55 -2.94 -2.52
H 2.95 0.92 -0.26
H 3.12 1.78 -1.84
*
```


DFT (wB97M-V/def2-TZVPD) results for 5 unconnected molecules or ions with the total composition C6H23N2O4.

Summary:
highest occupied orbital energy = -0.443 Eh
ΔE to the lowest compared entry with this formula, charge and spin = 198.3 kJ/mol
HOMO-LUMO gap = 9.494 eV
E_tot = -652.5753 hartree

```
! RIJCOSX wB97M-V def2-TZVPD def2/J DEFGRID3
* xyz 1 1
C 2.61 2.06 -0.24
C 1.18 1.77 -0.75
C 1.01 0.80 -1.90
C -0.41 0.59 -2.39
N -1.39 -2.72 -0.71
C -0.78 -1.60 -1.41
C -1.31 -0.47 -1.79
N 0.25 1.20 0.36
H 2.87 2.56 0.54
H 2.87 1.01 0.08
H 3.15 2.40 -1.17
H 0.67 2.73 -1.02
H 1.61 1.19 -2.77
H 1.58 -0.07 -1.84
H -0.43 0.34 -3.43
H -0.79 1.66 -2.17
H -2.42 -2.67 -0.61
H -1.01 -3.54 -1.23
H 0.27 -1.91 -1.57
H -2.32 -0.17 -1.69
H 0.50 1.55 1.40
H 0.24 0.13 0.36
H -0.80 1.52 0.08
H -0.76 -3.19 2.67
H -1.28 -2.40 1.54
O -1.41 -2.48 2.45
H 1.27 -2.07 0.82
H 2.24 -0.93 1.10
O 1.33 -1.14 0.87
H -2.19 1.74 1.98
H -3.21 1.85 0.93
O -2.31 1.79 1.12
H -0.78 -0.96 3.02
H 0.15 -0.34 4.15
O -0.22 -0.24 3.25
*
```


DFT (wB97M-V/def2-TZVPD) results for 2 unconnected molecules or ions with the total composition C7H9F3O4.

Summary:
highest occupied orbital energy = 0.088 Eh
HOMO-LUMO gap = 2.018 eV
E_tot = -872.5255 hartree

```
! RIJCOSX wB97M-V def2-TZVPD def2/J DEFGRID3
* xyz -2 1
O 0.65 -1.27 -0.86
C -0.33 -0.60 -0.78
C -0.50 0.81 -0.35
C -1.37 1.35 -1.49
C -2.33 0.15 -1.64
C -3.65 0.28 -0.86
F -3.86 -0.78 -0.07
F -3.69 1.35 -0.05
F -4.71 0.35 -1.68
O -1.63 -1.01 -1.18
H -1.20 0.75 0.48
H 0.37 1.35 0.01
H -1.82 2.26 -1.13
H -0.88 1.55 -2.43
H -2.52 -0.10 -2.67
O 2.45 0.72 1.46
C 3.07 -0.50 1.21
C 3.81 -1.12 2.46
O 4.43 -2.32 2.23
H 3.85 -0.48 0.40
H 2.39 -1.30 0.86
H 3.01 -1.15 3.26
H 4.48 -0.30 2.83
*
```


DFT (wB97M-V/def2-TZVPD) results for C2H4O4S in the gas phase.

Summary:
SMILES = O=S1(=O)[C@H](O)[C@H]1O
highest occupied orbital energy = -0.363 Eh
ΔE to the lowest compared entry with this formula, charge and spin = 278.6 kJ/mol
HOMO-LUMO gap = 10.295 eV
E_tot = -777.6365 hartree

```
! RIJCOSX wB97M-V def2-TZVPD def2/J DEFGRID3
* xyz 0 1
C 0.51 0.24 0.57
C -0.49 -0.17 -0.57
O -1.75 -0.68 1.80
O -0.43 -2.60 0.77
O 0.13 1.41 1.20
O 0.18 -0.81 -1.57
S -0.68 -1.15 0.93
H 1.58 -0.05 0.39
H -1.09 0.58 -1.00
H -0.71 1.76 0.93
H 0.07 -1.74 -1.70
*
```


DFT (wB97M-V/def2-TZVPD) results for a molecular structure, C21H18GaN8O.

Summary:
highest occupied orbital energy = -0.402 Eh
ΔE to the lowest compared entry with this formula, charge and spin = 0.0 kJ/mol
HOMO-LUMO gap = 7.624 eV
E_tot = -3249.0438 hartree

```
! RIJCOSX wB97M-V def2-TZVPD def2/J DEFGRID3
* xyz 1 1
Ga 0.73 0.09 0.83
C -3.02 -1.92 1.57
C -1.59 -1.51 1.41
N -1.22 -0.41 0.87
N -2.07 0.49 0.34
C -1.37 1.50 -0.17
O -0.08 1.56 -0.17
C -2.11 2.60 -0.82
C -3.50 2.67 -0.74
C -4.17 3.72 -1.35
C -3.47 4.69 -2.04
C -2.08 4.62 -2.13
C -1.40 3.58 -1.51
C -0.46 -2.36 1.86
C -0.65 -3.59 2.48
C 0.46 -4.32 2.87
C 1.73 -3.81 2.64
C 1.84 -2.58 2.02
N 0.78 -1.88 1.63
H -3.66 -1.10 1.27
H -3.24 -2.79 0.95
H -3.22 -2.19 2.61
H -4.03 1.91 -0.19
H -5.25 3.78 -1.28
H -3.99 5.51 -2.52
H -1.53 5.38 -2.67
H -0.32 3.53 -1.56
H -1.65 -3.95 2.66
H 0.33 -5.28 3.35
H 2.62 -4.35 2.94
H 2.80 -2.13 1.83
N 4.24 0.55 -1.30
C 4.71 1.22 -0.18
C 3.72 1.16 0.74
N 2.67 0.47 0.21
C 3.00 0.12 -1.02
C 2.01 -0.62 -1.78
N 0.88 -0.91 -1.17
C 0.09 -1.56 -2.08
C 0.77 -1.66 -3.27
N 1.99 -1.06 -3.06
H 4.74 0.43 -2.16
H 5.69 1.66 -0.16
H 3.68 1.57 1.74
H -0.90 -1.90 -1.84
H 0.48 -2.08 -4.21
H 2.71 -0.97 -3.75
N 1.27 1.26 3.69
C 1.06 0.88 2.63
*
```


DFT (wB97M-V/def2-TZVPD) results for a molecular structure, InO8P2.

Summary:
highest occupied orbital energy = 0.066 Eh
ΔE to the lowest compared entry with this formula, charge and spin = 0.0 kJ/mol
HOMO-LUMO gap = 4.313 eV
E_tot = -1474.7471 hartree

```
! RIJCOSX wB97M-V def2-TZVPD def2/J DEFGRID3
* xyz -3 1
In -32.30 -6.02 -6.86
P -29.71 -6.47 -8.37
O -31.05 -6.45 -9.21
O -28.43 -6.74 -9.15
O -30.02 -7.59 -7.26
O -29.78 -5.13 -7.54
P -34.65 -5.30 -4.66
O -35.66 -4.37 -3.97
O -34.88 -5.31 -6.22
O -34.87 -6.75 -4.17
O -33.16 -4.84 -4.44
*
```